Entry 1:
C30H49AlN4O3PS3 | ωB97M-V with the def2-TZVPD basis set

Positions of all 91 atoms, in Å:
Al 0.088 0.118 0.172
O 2.528 1.027 3.064
C 1.390 0.841 2.697
O 1.120 0.745 1.400
C 0.238 0.691 3.606
C 0.398 1.210 4.892
C -0.612 1.148 5.824
C -1.812 0.541 5.481
C -1.983 0.013 4.218
C -0.977 0.086 3.258
S -1.381 -0.697 1.719
H 1.348 1.662 5.128
H -0.472 1.571 6.805
H -2.616 0.482 6.197
H -2.907 -0.468 3.937
C 2.061 -5.055 1.115
C 1.060 -4.472 0.202
N 0.311 -5.123 -0.624
N -0.436 -4.207 -1.272
C -0.159 -2.954 -0.864
S -0.777 -1.525 -1.447
N 0.810 -3.114 0.090
N 1.383 -2.044 0.753
H 2.017 -6.137 1.032
H 1.860 -4.771 2.148
H 3.067 -4.726 0.851
H -1.121 -4.485 -1.958
H 2.397 -2.147 0.802
H 1.017 -1.953 1.706
C 3.213 2.293 -1.806
S 2.838 0.991 -0.582
C 3.941 -0.284 -1.295
O 1.464 0.475 -1.044
H 4.261 2.554 -1.719
H 2.624 3.169 -1.552
H 2.980 1.957 -2.812
H 4.925 0.137 -1.460
H 3.521 -0.662 -2.221
H 4.019 -1.089 -0.572
C -5.711 3.024 -1.588
C -5.159 1.897 -2.455
C -3.619 1.919 -2.468
C -3.049 2.527 -1.177
C -3.952 2.072 -0.031
C -5.277 2.840 -0.127
P -1.231 2.130 -0.928
C -0.600 3.505 0.182
C -0.911 4.961 -0.222
C -1.794 5.668 0.801
C -1.122 5.712 2.175
C -0.457 4.368 2.517
C -1.021 3.262 1.634
C -0.394 2.516 -2.568
C -0.771 3.813 -3.300
C -0.453 3.723 -4.798
C 0.819 2.920 -5.038
C 0.587 1.457 -4.635
C -0.471 1.329 -3.533
H -6.799 3.051 -1.650
H -5.348 3.976 -1.982
H -5.524 2.010 -3.478
H -5.529 0.940 -2.084
H -3.288 2.500 -3.328
H -3.244 0.898 -2.577
H -3.089 3.623 -1.226
H -3.507 2.232 0.950
H -4.126 1.000 -0.133
H -5.176 3.823 0.341
H -6.043 2.295 0.425
H 0.492 3.355 0.147
H -1.406 5.006 -1.188
H 0.024 5.519 -0.305
H -2.756 5.156 0.870
H -1.995 6.684 0.457
H -1.873 5.960 2.925
H -0.369 6.504 2.188
H -0.617 4.121 3.569
H 0.623 4.426 2.364
H -2.102 3.251 1.738
H -0.651 2.295 1.964
H 0.650 2.601 -2.256
H -0.195 4.637 -2.877
H -1.831 4.049 -3.195
H -0.353 4.736 -5.190
H -1.271 3.241 -5.336
H 1.638 3.366 -4.465
H 1.094 2.970 -6.091
H 1.523 1.001 -4.305
H 0.248 0.891 -5.504
H -0.318 0.395 -2.989
H -1.457 1.282 -3.987

The calculation puts the LUMO energy at -2.2 eV. Its multiplicity is 1. The value obtained for the energy is -92399.3527 eV. The calculation puts the gap between HOMO and LUMO at 7.912 eV. As for the net charge: +1.


Entry 2:
C2H3N2O2 | ωB97M-V with the def2-TZVPD basis set

Positions of all 9 atoms, in Å:
C 3.269 0.236 0.273
C 0.178 0.352 0.080
N 4.313 0.667 0.527
N 2.285 -0.319 -0.471
O 1.953 -1.703 -0.226
O 1.175 0.548 -0.746
H 0.362 0.889 0.980
H 0.230 -0.790 0.205
H -0.796 0.512 -0.333

The calculation puts the LUMO energy at 4.3 eV. Its multiplicity is 1. The value obtained for the energy is -9193.7323 eV. The calculation puts the gap between HOMO and LUMO at 7.266 eV. As for the net charge: -1.


Entry 3:
C25H59FN5O2 | ωB97M-V with the def2-TZVPD basis set

Positions of all 92 atoms, in Å:
F -4.458 18.189 -15.024
C -9.690 19.064 -24.073
C -8.397 18.356 -23.763
N -7.787 18.776 -22.460
C -8.448 18.826 -21.285
C -7.546 19.320 -20.341
N -6.343 19.616 -20.948
C -6.468 19.044 -22.209
C -5.089 20.243 -20.365
H -10.433 18.797 -23.322
H -10.194 18.856 -25.017
H -9.628 20.148 -23.972
H -7.650 18.468 -24.548
H -8.551 17.277 -23.729
H -9.489 18.541 -21.235
H -7.649 19.442 -19.273
H -5.707 18.987 -22.973
H -5.434 21.231 -20.060
H -4.348 20.452 -21.137
H -4.670 19.721 -19.505
C -3.064 17.648 -8.560
C -2.190 18.398 -9.528
C -2.748 19.759 -9.900
C -1.819 20.494 -10.880
N -2.262 21.970 -11.224
C -1.116 22.617 -11.969
C -1.529 24.108 -11.904
C -2.057 24.280 -10.497
C -2.320 22.851 -9.943
C -3.610 22.008 -11.987
H -2.563 17.516 -7.602
H -3.173 16.614 -8.888
H -4.028 18.105 -8.336
H -2.042 17.772 -10.408
H -1.174 18.428 -9.135
H -2.890 20.341 -8.989
H -3.738 19.589 -10.323
H -1.696 20.092 -11.886
H -0.823 20.578 -10.446
H -1.136 22.054 -12.902
H -0.158 22.409 -11.492
H -2.281 24.388 -12.641
H -0.640 24.698 -12.127
H -2.842 25.035 -10.533
H -1.293 24.756 -9.882
H -3.230 22.874 -9.345
H -1.443 22.442 -9.440
H -3.916 23.031 -12.208
H -4.453 21.475 -11.548
H -3.439 21.485 -12.929
C -10.177 22.627 -15.959
N -10.912 21.732 -14.932
C -12.185 22.426 -14.472
C -11.401 20.426 -15.612
C -10.087 21.351 -13.672
C -8.976 20.370 -13.793
O -8.165 20.738 -14.890
H -9.528 23.375 -15.504
H -10.985 23.156 -16.465
H -9.564 21.983 -16.589
H -12.773 22.680 -15.355
H -11.914 23.397 -14.059
H -12.720 21.736 -13.820
H -11.941 19.756 -14.943
H -10.631 19.891 -16.166
H -12.082 20.662 -16.430
H -10.794 21.112 -12.877
H -9.655 22.263 -13.261
H -9.424 19.389 -13.955
H -8.432 20.115 -12.884
H -7.382 20.184 -14.890
C -7.992 15.066 -15.590
N -8.586 14.077 -14.568
C -9.643 14.876 -13.737
C -9.193 12.973 -15.378
C -7.541 13.435 -13.633
C -6.232 14.243 -13.447
O -6.503 15.488 -12.879
H -7.634 15.978 -15.113
H -8.729 15.214 -16.378
H -7.127 14.561 -16.021
H -10.198 14.131 -13.166
H -10.307 15.505 -14.331
H -9.074 15.502 -13.050
H -9.887 12.433 -14.733
H -8.334 12.424 -15.764
H -9.868 13.284 -16.175
H -7.290 12.421 -13.946
H -8.017 13.302 -12.661
H -5.796 14.395 -14.434
H -5.451 13.730 -12.885
H -6.132 16.184 -13.426

The calculation puts the LUMO energy at -6.2 eV. Its multiplicity is 1. The value obtained for the energy is -41117.0680 eV. The calculation puts the gap between HOMO and LUMO at 6.406 eV. As for the net charge: +3.